(1)
Computed, not measured: a structure of composition C27H32BrO7PSSbSe4Tc at a distorted geometry, with ωB97M-V/def2-TZVPD.

Each line ends with the Mulliken spin population.
Geometry (Å):
Tc  -0.83  -0.38  -2.04  1.5944
C  2.15  -1.78  2.11  -0.0005
C  2.21  -2.08  0.62  -0.0059
C  3.51  -2.80  0.27  -0.0038
C  1.03  -2.94  0.23  -0.0067
O  2.27  -0.76  -0.01  -0.0023
P  1.51  -0.05  -1.21  0.0051
O  1.07  -1.17  -2.16  0.0248
O  0.35  0.78  -0.64  0.0051
O  2.61  0.81  -1.93  0.0012
C  3.75  1.54  -1.33  -0.0011
C  3.32  2.23  -0.03  -0.0001
C  4.90  0.57  -1.07  0.0007
C  4.16  2.56  -2.37  0.0002
H  2.25  -2.70  2.68  -0.0003
H  1.19  -1.31  2.35  0.0003
H  2.95  -1.08  2.38  0.0001
H  3.48  -3.80  0.72  -0.0004
H  4.37  -2.26  0.67  0.0003
H  3.61  -2.91  -0.81  0.0003
H  1.01  -3.83  0.86  -0.0080
H  1.06  -3.27  -0.80  0.0040
H  0.10  -2.41  0.39  0.0034
H  3.11  1.49  0.74  -0.0003
H  2.42  2.82  -0.20  -0.0002
H  4.11  2.89  0.32  0.0001
H  4.56  -0.29  -0.50  -0.0004
H  5.67  1.08  -0.50  0.0000
H  5.32  0.22  -2.01  0.0001
H  3.35  3.28  -2.55  0.0002
H  4.41  2.07  -3.30  -0.0001
H  5.04  3.11  -2.01  -0.0001
O  -1.88  -0.61  0.01  -0.0070
S  -1.63  -0.44  1.49  0.0098
C  -2.13  -2.03  2.15  -0.0100
C  -2.95  -2.88  1.41  0.0195
C  -3.17  -4.16  1.87  0.0026
C  -2.55  -4.60  3.04  -0.0092
C  -1.75  -3.74  3.78  -0.0008
C  -1.53  -2.44  3.34  0.0004
C  -3.02  0.56  2.00  0.0022
C  -2.82  1.51  2.99  0.0011
C  -3.87  2.35  3.34  0.0000
C  -5.09  2.22  2.70  0.0002
C  -5.29  1.25  1.72  0.0002
C  -4.25  0.41  1.36  0.0007
H  -3.36  -2.55  0.47  0.0021
H  -3.78  -4.83  1.29  0.0050
H  -2.69  -5.63  3.35  -0.0003
H  -1.26  -4.08  4.69  0.0000
H  -0.90  -1.76  3.89  0.0001
H  -1.84  1.60  3.46  0.0003
H  -3.72  3.11  4.10  -0.0001
H  -5.91  2.89  2.96  0.0000
H  -6.24  1.15  1.23  0.0000
H  -4.37  -0.33  0.58  0.0028
Br  0.87  7.61  -2.10  -0.0002
C  0.48  5.75  -2.19  -0.0038
C  0.85  5.04  -3.32  0.0023
C  0.55  3.68  -3.39  -0.0045
C  -0.14  3.08  -2.35  -0.0008
C  -0.52  3.81  -1.22  -0.0023
C  -0.20  5.15  -1.14  0.0021
C  -0.62  1.68  -2.52  -0.0322
O  -0.05  0.83  -3.36  0.0378
O  -1.77  1.33  -2.01  0.0479
H  1.35  5.54  -4.14  0.0000
H  0.83  3.10  -4.25  0.0027
H  -1.05  3.31  -0.43  -0.0011
H  -0.48  5.73  -0.27  0.0000
Se  -5.14  -4.44  -2.02  0.1057
Sb  -2.80  -4.32  -2.69  0.0330
Se  -1.71  -2.26  -2.18  0.0672
Se  -2.62  -5.01  -5.02  0.8317
Se  -1.85  -6.24  -1.51  0.2849

Total charge: -1
HOMO (spin up / spin down) (eV): -3.943 / -4.006
Multiplicity: 4
Relative energy (zero: lowest compared OMol25 entry of this formula, charge and spin) (kcal/mol): 85.5
Kohn-Sham gap (spin up / spin down) (hartree): 0.214 / 0.176

(2)
Computed, not measured: the molecule C6H4O, with ωB97M-V/def2-TZVPD.

Each line ends with the Mulliken charge.
Geometry (Å):
C  3.35  -0.74  0.06  -0.6687
C  2.09  -0.73  0.13  -0.0614
C  0.77  -0.47  0.08  0.5716
C  0.13  0.88  0.15  -0.3405
C  -1.34  0.54  0.12  -0.3305
C  -1.42  -0.74  -0.21  -0.2777
O  -0.17  -1.36  -0.28  -0.3100
H  0.49  1.21  -0.83  0.2226
H  0.49  1.59  0.90  0.3926
H  -2.16  1.21  0.32  0.3806
H  -2.24  -1.39  -0.44  0.4214

HOMO (eV): -9.610
Relative energy (zero: lowest compared OMol25 entry of this formula, charge and spin) (kcal/mol): 79.8
Kohn-Sham gap (hartree): 0.326

> What is the relative energy (zero: lowest compared OMol25 entry of this formula, charge and spin) in the second record?

79.8 kcal/mol